# 1
Density functional theory data (ωB97M-V/def2-TZVPD) for a molecular structure, C31H79As2F12MgN3O20 in a non-equilibrium geometry.

```
! RIJCOSX wB97M-V def2-TZVPD def2/J DEFGRID3
* xyz 0 1
Mg -1.37 -1.61 -5.24
As 0.67 0.70 -0.87
F 2.16 -0.22 -0.74
F -0.17 -0.62 -0.01
F -0.91 1.51 -1.08
F 1.51 2.05 -1.81
F 0.35 -0.16 -2.48
F 0.97 1.52 0.69
As -4.81 2.44 -6.31
F -4.55 1.58 -7.92
F -6.01 3.57 -7.09
F -5.03 3.14 -4.67
F -3.60 1.28 -5.57
F -3.55 3.62 -6.59
F -6.11 1.26 -5.87
C 5.61 4.91 -0.62
N 5.22 6.21 -1.11
O 4.67 6.17 -2.22
O 5.20 7.25 -0.35
H 5.93 4.27 -1.44
H 4.78 4.39 -0.15
H 6.40 5.11 0.10
C -0.74 3.43 6.06
N -1.23 3.35 7.48
O -1.61 4.42 7.99
O -1.15 2.29 8.08
H 0.07 4.13 5.87
H -1.58 3.75 5.44
H -0.50 2.38 5.85
C 4.64 0.27 4.35
N 4.60 -0.15 5.75
O 5.66 -0.46 6.34
O 3.52 -0.03 6.27
H 4.35 -0.53 3.66
H 5.66 0.58 4.11
H 3.91 1.07 4.35
C 6.93 -7.19 -0.01
O 5.62 -7.78 0.22
C 4.48 -7.09 -0.34
C 4.26 -5.67 0.16
O 4.18 -5.36 1.56
C 3.55 -6.30 2.36
H 7.66 -7.76 0.56
H 7.02 -6.16 0.35
H 7.23 -7.21 -1.06
H 3.56 -7.65 -0.16
H 4.64 -7.07 -1.42
H 3.33 -5.33 -0.30
H 5.01 -4.97 -0.22
H 4.23 -7.15 2.41
H 2.52 -6.45 2.02
H 3.47 -5.92 3.38
C 0.94 0.11 -7.53
O -0.16 -0.82 -7.58
C -0.63 -0.96 -8.96
C -1.56 -2.16 -8.97
O -2.31 -2.16 -7.76
C -3.49 -2.97 -7.82
H 1.38 0.11 -6.54
H 0.61 1.12 -7.75
H 1.73 -0.05 -8.27
H 0.14 -1.16 -9.70
H -1.02 -0.03 -9.39
H -1.10 -3.12 -9.19
H -2.25 -1.97 -9.80
H -3.35 -4.00 -8.17
H -4.30 -2.55 -8.41
H -3.94 -2.94 -6.83
C 0.44 -4.78 -5.19
O -0.71 -4.18 -4.56
C -1.58 -5.09 -3.85
C -2.51 -4.38 -2.86
O -2.85 -3.12 -3.43
C -3.98 -2.61 -2.72
H 1.03 -3.95 -5.60
H 0.13 -5.29 -6.09
H 1.07 -5.32 -4.48
H -0.94 -5.80 -3.33
H -2.16 -5.61 -4.62
H -2.10 -4.17 -1.87
H -3.31 -5.10 -2.73
H -3.95 -1.52 -2.71
H -3.94 -2.86 -1.66
H -4.96 -2.92 -3.09
C 10.76 4.07 -0.11
O 9.95 3.55 -1.15
C 10.54 2.37 -1.72
C 10.44 1.05 -0.89
O 9.13 0.88 -0.51
C 8.90 -0.33 0.23
H 10.93 3.35 0.69
H 10.20 4.87 0.37
H 11.72 4.35 -0.56
H 11.60 2.57 -1.92
H 10.19 2.18 -2.73
H 11.06 1.12 0.01
H 10.98 0.23 -1.37
H 9.26 -1.18 -0.33
H 7.81 -0.43 0.31
H 9.26 -0.09 1.23
C -3.93 10.85 -2.59
O -5.18 10.20 -2.26
C -5.00 9.34 -1.16
C -3.95 8.16 -1.42
O -2.60 8.69 -1.22
C -1.56 7.75 -1.29
H -3.27 10.32 -3.28
H -3.35 11.12 -1.71
H -4.17 11.83 -2.99
H -5.99 8.89 -1.03
H -4.71 10.04 -0.38
H -4.06 7.84 -2.46
H -4.12 7.30 -0.77
H -1.73 7.28 -2.26
H -1.45 6.99 -0.52
H -0.57 8.19 -1.35
C -6.01 -5.44 7.78
O -4.67 -5.27 8.40
C -3.61 -5.95 7.75
C -2.76 -5.06 6.86
O -3.60 -4.54 5.88
C -2.79 -3.77 5.00
H -6.54 -6.37 8.00
H -5.95 -5.19 6.73
H -6.63 -4.60 8.10
H -4.01 -6.71 7.08
H -2.93 -6.29 8.52
H -1.79 -5.39 6.48
H -2.54 -4.26 7.56
H -1.89 -4.29 4.67
H -2.55 -2.79 5.40
H -3.32 -3.65 4.05
C -6.18 0.55 7.63
O -7.33 1.32 7.37
C -7.99 1.00 6.16
C -7.46 1.60 4.88
O -6.08 1.20 4.77
C -5.48 1.62 3.54
H -6.31 -0.53 7.68
H -5.87 0.79 8.64
H -5.40 0.77 6.90
H -9.01 1.38 6.24
H -8.07 -0.09 6.10
H -7.61 2.68 4.91
H -8.00 1.09 4.08
H -5.88 1.27 2.59
H -4.43 1.31 3.53
H -5.41 2.71 3.57
*
```

Total energy = -238562.8322 eV
F_max = 4.24 eV/A
Gap between HOMO and LUMO = 3.88 eV
LUMO = -5.2 eV
E_HOMO = -9.04 eV

# 2
Density functional theory data (ωB97M-V/def2-TZVPD) for 7 unconnected molecules or ions with the total composition C31H79BF5N5O15P2S in a non-equilibrium geometry.

```
! RIJCOSX wB97M-V def2-TZVPD def2/J DEFGRID3
* xyz 0 1
N 2.81 -1.40 2.06
P 3.68 -1.17 0.70
C 2.86 0.11 -0.51
C 3.24 -0.43 -2.01
C 3.43 0.73 -3.15
C 4.46 1.94 -2.74
C 5.92 1.38 -2.23
F 6.30 0.07 -2.82
F 5.96 1.21 -0.75
C 7.06 2.54 -2.62
F 8.41 2.15 -2.11
F 6.57 3.82 -2.04
F 7.07 2.69 -4.11
O 1.45 0.12 -0.15
C 0.57 0.86 -1.04
B 0.96 2.49 -1.19
N 0.92 3.24 -2.51
O 1.30 3.23 0.05
C -1.06 0.67 -0.69
C -1.24 1.14 0.87
C -1.80 2.66 1.10
C -2.85 2.59 2.40
S -3.16 4.30 3.14
O -4.42 4.31 4.07
O -3.39 5.27 1.93
O -1.78 4.89 3.99
O -1.69 1.47 -1.70
C -3.07 1.29 -2.03
C -4.16 1.17 -0.82
C -5.71 0.84 -1.33
C -6.71 1.82 -0.41
C -6.76 3.33 -1.14
N -6.07 4.40 -0.32
C -3.27 0.16 -3.25
C -3.45 0.87 -4.74
O -2.40 1.89 -5.03
C -4.97 1.37 -5.07
N -5.23 2.84 -4.85
P -1.30 -1.22 -0.73
N -0.64 -1.96 0.60
O -0.44 -1.91 -2.12
O -2.95 -1.79 -0.75
H 2.55 -2.43 2.02
H 5.05 -0.75 0.99
H 3.73 -2.43 -0.03
H 3.45 1.12 -0.27
H 4.19 -1.11 -1.94
H 2.35 -1.13 -2.36
H 3.88 0.20 -4.11
H 2.38 1.16 -3.48
H 4.01 2.58 -1.87
H 4.55 2.68 -3.67
H 0.63 0.47 -2.17
H -0.04 3.18 -2.94
H 1.05 4.26 -2.25
H 1.42 2.59 0.81
H -0.29 1.02 1.55
H -2.06 0.41 1.34
H -0.92 3.36 1.45
H -2.32 3.15 0.18
H -3.85 2.00 2.14
H -2.32 1.95 3.24
H -1.90 5.91 3.93
H -3.39 2.30 -2.59
H -4.24 2.27 -0.36
H -3.84 0.50 0.09
H -6.01 -0.29 -1.18
H -5.83 1.22 -2.43
H -6.31 1.96 0.69
H -7.83 1.43 -0.46
H -7.89 3.69 -1.28
H -6.29 3.34 -2.20
H -5.59 5.03 -1.03
H -5.35 4.02 0.32
H -4.08 -0.65 -3.01
H -2.24 -0.43 -3.33
H -3.23 -0.01 -5.52
H -2.61 2.75 -4.57
H -5.75 0.65 -4.53
H -5.15 1.18 -6.24
H -4.81 3.21 -3.98
H -4.73 3.32 -5.66
H 0.13 -2.60 0.27
H -1.15 -2.46 -2.59
H -3.29 -1.83 0.20
C 4.27 -2.01 6.29
C 4.14 -3.43 5.77
O 3.70 -3.40 4.42
H 3.30 -1.49 6.23
H 4.60 -2.01 7.34
H 4.98 -1.43 5.70
H 3.42 -3.99 6.35
H 5.10 -3.95 5.81
H 4.36 -2.90 3.90
C 5.49 -0.77 -7.35
C 4.67 -1.68 -6.47
O 3.30 -1.29 -6.50
H 5.40 0.27 -7.02
H 6.54 -1.05 -7.34
H 5.13 -0.80 -8.39
H 5.01 -1.63 -5.44
H 4.74 -2.72 -6.81
H 3.00 -1.35 -7.43
C -7.40 -0.59 2.91
C -6.28 -1.55 2.56
O -5.04 -0.85 2.53
H -7.46 0.22 2.17
H -8.36 -1.11 2.93
H -7.23 -0.13 3.88
H -6.45 -1.99 1.57
H -6.21 -2.36 3.29
H -4.90 -0.47 3.41
C 7.69 0.86 7.62
C 7.57 -0.56 7.09
O 7.13 -0.53 5.74
H 6.73 1.38 7.55
H 8.03 0.86 8.66
H 8.41 1.43 7.02
H 6.84 -1.12 7.67
H 8.53 -1.08 7.13
H 7.79 -0.04 5.22
C 6.81 -5.82 4.04
C 7.72 -6.08 5.21
O 7.66 -7.45 5.58
H 5.78 -6.09 4.29
H 6.84 -4.77 3.74
H 7.10 -6.44 3.18
H 7.42 -5.48 6.08
H 8.76 -5.83 4.97
H 7.94 -7.98 4.81
C -8.82 -3.01 -2.72
C -8.19 -2.31 -1.53
O -8.14 -0.91 -1.77
H -8.24 -2.82 -3.63
H -8.86 -4.09 -2.55
H -9.83 -2.64 -2.90
H -7.17 -2.66 -1.37
H -8.77 -2.49 -0.62
H -9.05 -0.60 -1.91
*
```

Total energy = -115254.8386 eV
F_max = 7.01 eV/A
Gap between HOMO and LUMO = 8.08 eV
LUMO = 0.1 eV
SMILES = N=[PH2][C@@H](CCCC(F)(F)C(F)(F)F)O[C@H](B(N)O)[C@@](CCCS(=O)(=O)O)(O[C@H](CCCCN)C[C@H](O)CN)P(=N)(O)O.CCO.CCO.CCO.CCO.CCO.CCO
E_HOMO = -7.97 eV

# 3
Density functional theory data (ωB97M-V/def2-TZVPD) for 8 unconnected molecules or ions with the total composition C31H80N4O4 in a non-equilibrium geometry.

```
! RIJCOSX wB97M-V def2-TZVPD def2/J DEFGRID3
* xyz 0 1
C 1.09 4.55 4.61
C 0.42 5.72 5.39
N -1.01 5.40 5.82
C -1.76 6.59 6.30
C -3.19 6.71 5.68
C -1.08 4.19 6.70
C -2.51 3.82 7.17
H 2.02 4.88 4.16
H 0.34 4.43 3.83
H 1.23 3.64 5.20
H 1.05 5.99 6.24
H 0.32 6.51 4.65
H -1.73 6.76 7.37
H -1.23 7.44 5.86
H -3.77 7.48 6.19
H -3.07 6.69 4.60
H -3.80 5.81 5.74
H -0.43 4.30 7.56
H -0.70 3.42 6.03
H -3.07 3.50 6.29
H -2.90 4.71 7.66
H -2.54 2.90 7.75
C 4.31 2.26 -4.91
C 5.75 2.39 -4.47
N 6.50 3.70 -4.70
C 5.80 4.76 -4.01
C 5.55 4.55 -2.49
C 7.98 3.58 -4.39
C 8.77 4.81 -4.68
H 3.76 3.06 -4.42
H 3.96 1.27 -4.61
H 4.31 2.25 -6.00
H 5.91 2.00 -3.46
H 6.25 1.57 -4.99
H 6.35 5.70 -4.07
H 4.82 4.77 -4.49
H 5.19 5.49 -2.09
H 4.93 3.68 -2.25
H 6.56 4.43 -2.07
H 8.40 2.75 -4.96
H 8.05 3.34 -3.33
H 9.67 4.73 -4.06
H 8.47 5.77 -4.26
H 9.10 4.80 -5.72
C -7.59 -0.57 -6.58
C -6.38 -1.26 -7.23
N -5.68 -2.00 -6.10
C -5.14 -3.30 -6.59
C -4.15 -3.12 -7.76
C -4.61 -1.22 -5.35
C -5.03 0.21 -4.84
H -8.36 -0.30 -7.30
H -7.41 0.32 -5.98
H -8.14 -1.26 -5.93
H -6.68 -1.92 -8.04
H -5.77 -0.51 -7.73
H -4.73 -3.79 -5.70
H -5.92 -3.97 -6.95
H -4.50 -2.39 -8.49
H -3.19 -2.75 -7.41
H -3.90 -3.97 -8.39
H -3.71 -1.15 -5.95
H -4.32 -1.86 -4.52
H -5.46 0.85 -5.61
H -4.14 0.68 -4.42
H -5.86 0.16 -4.14
C 3.10 -2.72 6.41
C 2.63 -3.88 5.53
N 1.59 -4.65 6.15
C 0.32 -3.88 6.12
C -0.83 -4.39 7.11
C 1.37 -5.93 5.43
C 2.46 -6.99 5.43
H 4.07 -2.29 6.15
H 3.37 -3.12 7.39
H 2.33 -1.95 6.49
H 2.30 -3.42 4.60
H 3.45 -4.50 5.16
H -0.02 -3.89 5.09
H 0.55 -2.84 6.37
H -1.75 -3.81 7.11
H -0.46 -4.13 8.11
H -0.99 -5.47 7.07
H 0.61 -6.56 5.91
H 0.95 -5.85 4.42
H 2.92 -6.92 6.41
H 2.07 -8.01 5.44
H 3.26 -6.85 4.69
C 1.32 -8.55 -2.83
C 1.02 -7.79 -4.08
C 1.82 -6.53 -4.18
O 2.14 -6.34 -2.80
C 2.29 -7.59 -2.07
H 1.83 -9.51 -2.94
H 0.40 -8.77 -2.29
H -0.01 -7.45 -3.99
H 1.03 -8.40 -4.99
H 1.15 -5.74 -4.52
H 2.73 -6.54 -4.79
H 1.83 -7.41 -1.10
H 3.30 -7.94 -1.88
C -2.05 5.54 -0.31
O -1.99 4.22 0.18
H -1.46 5.70 -1.20
H -3.06 5.93 -0.46
H -1.66 6.21 0.46
H -2.76 4.10 0.74
C -6.54 1.49 2.12
O -6.35 2.87 2.30
H -7.57 1.27 1.84
H -5.89 1.19 1.30
H -6.28 0.92 3.01
H -6.92 3.24 2.98
C 0.63 -0.69 -0.33
O 1.41 -1.91 -0.04
H 1.19 0.11 0.15
H 0.59 -0.52 -1.41
H -0.39 -0.67 0.03
H 1.55 -2.41 -0.84
*
```

Total energy = -47588.0359 eV
Relative energy (zero: lowest compared OMol25 entry of this formula, charge and spin) = 0.0000 eV
F_max = 2.69 eV/A
Gap between HOMO and LUMO = 8.48 eV
LUMO = 0.4 eV
SMILES = CCN(CC)CC.CCN(CC)CC.CCN(CC)CC.CCN(CC)CC.C1CCOC1.CO.CO.CO
E_HOMO = -8.06 eV

Look up the LUMO of the second one. 0.1 eV

Which of these has the highest LUMO? C31H80N4O4